1.
{
  "formula": "C32H60ClNO17S",
  "method": "wB97M-V/def2-TZVPD",
  "elements": ["C", "C", "C", "C", "O", "C", "Cl", "O", "S", "O", "O", "O", "C", "C", "C", "C", "C", "O", "C", "O", "C", "N", "H", "H", "H", "H", "H", "H", "H", "H", "H", "H", "H", "H", "H", "H", "H", "H", "H", "H", "H", "H", "O", "C", "O", "C", "C", "C", "H", "H", "H", "H", "H", "H", "H", "H", "O", "C", "O", "C", "C", "C", "H", "H", "H", "H", "H", "H", "H", "H", "O", "C", "O", "C", "C", "C", "H", "H", "H", "H", "H", "H", "H", "H", "O", "C", "O", "C", "C", "C", "H", "H", "H", "H", "H", "H", "H", "H", "O", "C", "O", "C", "C", "C", "H", "H", "H", "H", "H", "H", "H", "H"],
  "coordinates": [[-1.33040, 3.16118, -7.49711], [-0.90019, 1.57997, -7.44097], [-0.82045, 0.93231, -5.93730], [-2.15233, 1.24586, -4.99531], [-2.23644, 0.36533, -3.81852], [-3.26147, 0.82101, -2.85688], [-4.60844, 1.98382, -3.49651], [-4.12399, -0.22668, -2.21584], [-5.02819, 0.58319, -0.97325], [-6.55367, 0.76234, -1.16986], [-4.99568, -0.44017, 0.22225], [-4.01437, 1.95135, -0.83290], [-2.72418, 1.65120, -1.53917], [-1.84617, 0.88411, -0.38826], [-1.92461, 1.56299, 1.10882], [-1.59666, 3.16836, 1.15484], [-1.97654, 3.88113, 2.61943], [-3.44001, 4.11310, 2.66777], [-3.81666, 5.36586, 1.99358], [-2.25358, 2.91660, -2.12127], [-0.79661, 2.93589, -2.32555], [0.40425, 2.82589, -2.85654], [-1.97173, 3.53698, -6.59340], [-0.44279, 3.91252, -7.64173], [-2.01815, 3.28462, -8.46506], [-1.65325, 0.96754, -8.11658], [0.15237, 1.50437, -7.99937], [0.15188, 1.18629, -5.33645], [-0.82291, -0.25247, -6.08334], [-3.08749, 1.06183, -5.71328], [-2.08890, 2.39822, -4.73825], [-0.71787, 0.69794, -0.66512], [-2.32553, -0.20353, -0.27485], [-2.99267, 1.34772, 1.56574], [-1.10904, 1.01955, 1.79017], [-2.27991, 3.69965, 0.36738], [-0.47513, 3.41541, 0.84274], [-1.58444, 3.26619, 3.53602], [-1.48666, 4.96798, 2.56073], [-3.65084, 6.33907, 2.63770], [-3.25150, 5.55574, 0.96967], [-4.96479, 5.24403, 1.69092], [1.07227, -3.31906, -7.64660], [1.33877, -3.55510, -6.46974], [0.59309, -3.01833, -5.47872], [0.69899, -3.37794, -4.08893], [1.79410, -2.58252, -3.40623], [2.54975, -4.36240, -6.10847], [0.82490, -4.45866, -3.97053], [-0.26394, -3.12813, -3.63033], [2.77446, -2.78990, -3.84408], [1.83471, -2.81918, -2.33944], [1.61653, -1.50881, -3.52377], [3.42783, -3.71310, -6.10230], [2.68418, -5.14490, -6.86500], [2.46691, -4.87920, -5.15259], [4.31229, -3.67277, -2.91952], [4.57880, -3.90881, -1.74267], [3.83312, -3.37205, -0.75164], [3.93902, -3.73165, 0.63815], [5.03413, -2.93623, 1.32085], [5.78978, -4.71611, -1.38139], [4.06493, -4.81237, 0.75655], [2.97609, -3.48184, 1.09674], [6.01448, -3.14361, 0.88300], [5.07473, -3.17289, 2.38764], [4.85656, -1.86253, 1.20331], [6.66786, -4.06681, -1.37522], [5.92421, -5.49861, -2.13793], [5.70694, -5.23291, -0.42552], [8.35230, -4.35894, -3.55569], [8.30230, -5.49680, -4.01884], [9.10971, -6.46743, -3.53692], [9.00076, -7.86313, -3.87186], [9.74957, -8.17205, -5.15322], [7.41621, -5.80661, -5.18828], [7.95339, -8.17867, -3.90768], [9.46089, -8.41647, -3.04600], [9.33214, -7.62702, -6.00440], [9.70985, -9.24214, -5.37462], [10.79739, -7.86752, -5.06644], [7.92829, -5.53029, -6.11244], [6.49699, -5.21598, -5.09392], [7.10046, -6.84841, -5.23931], [-4.89518, 6.02843, 4.77344], [-5.61067, 5.07362, 5.07032], [-6.04392, 4.91246, 6.34021], [-7.02985, 3.94781, 6.75183], [-6.38844, 2.60187, 7.02580], [-5.93734, 4.01976, 4.05474], [-7.84744, 3.88678, 6.02680], [-7.46899, 4.33060, 7.67950], [-5.92242, 2.18804, 6.12725], [-7.13181, 1.88750, 7.39017], [-5.59657, 2.70129, 7.77496], [-5.11842, 3.29887, 4.00631], [-6.05178, 4.50298, 3.07693], [-6.87573, 3.49920, 4.24470], [-4.17567, 1.88210, 9.90193], [-3.23590, 2.62480, 10.17933], [-3.25991, 3.92487, 9.81119], [-2.31053, 4.91570, 10.24587], [-1.07871, 4.90897, 9.36235], [-2.00596, 2.08349, 10.84489], [-2.07070, 4.79233, 11.30658], [-2.81149, 5.88555, 10.15431], [-0.55403, 3.95077, 9.41105], [-0.38470, 5.69893, 9.66234], [-1.35851, 5.06287, 8.31534], [-1.34719, 1.65075, 10.08897], [-2.30875, 1.30100, 11.55111], [-1.45937, 2.82225, 11.43065]],
  "forces_ev_per_angstrom": [[-0.78, 0.34, -1.00], [0.26, 0.47, -0.28], [-0.32, -1.84, 0.56], [0.33, 1.48, -3.11], [-2.76, 1.66, 2.00], [-0.28, 0.24, 0.55], [1.30, -0.72, -0.89], [0.62, 2.22, 0.14], [-4.33, -4.97, 4.08], [6.06, 1.08, -0.92], [1.76, 4.27, -4.26], [-0.24, -1.95, -0.84], [-0.14, -1.19, 0.24], [0.49, -1.01, 0.34], [0.24, 0.25, 0.41], [-0.38, 0.15, -0.01], [0.45, 1.07, -1.80], [1.78, 0.96, -0.72], [-0.68, 0.68, -1.19], [4.55, -0.62, 0.71], [5.69, -1.59, -4.40], [-10.88, 1.18, 5.11], [1.24, -0.86, -1.64], [-1.55, -1.65, 0.45], [1.48, -0.11, 2.13], [1.46, 1.18, 1.64], [-2.26, -0.09, 1.49], [-1.86, -0.21, -1.27], [0.18, 2.50, 0.32], [1.87, 0.41, 1.82], [-0.36, -2.55, -0.08], [-2.30, 0.67, 0.10], [0.90, 2.43, -0.46], [2.24, 0.55, -0.95], [-1.85, 0.98, -1.58], [1.26, -0.91, 1.49], [-2.29, -0.71, 0.79], [-1.07, 1.21, -1.73], [-0.70, -2.44, 0.51], [-0.42, -2.24, -0.95], [-0.90, -0.73, 2.00], [2.67, 0.44, 0.81], [0.13, -0.21, 2.23], [-0.22, 0.52, -1.56], [-0.41, -0.09, -0.55], [0.19, 0.21, 0.31], [0.02, 0.20, -0.44], [0.04, -0.86, 0.04], [0.10, 0.09, -0.12], [0.02, -0.02, -0.41], [-0.52, 0.05, 0.23], [0.05, 0.01, -0.17], [-0.22, -0.09, 0.06], [-0.09, -0.05, 0.07], [0.02, 0.40, 0.01], [0.12, 0.27, 0.07], [0.71, -0.55, 2.43], [0.05, 0.34, -1.56], [-0.44, -0.02, -0.45], [0.21, 0.06, 0.18], [0.23, 0.09, -0.09], [-0.03, -0.80, 0.10], [0.08, 0.13, -0.11], [0.08, 0.01, -0.37], [-0.10, -0.07, 0.10], [-0.03, 0.02, -0.11], [-0.08, -0.17, 0.06], [-0.06, -0.09, -0.08], [0.06, 0.43, 0.04], [0.07, 0.21, 0.06], [0.18, -2.29, -0.52], [0.19, 1.76, 0.38], [-0.06, 0.27, 0.54], [0.07, -0.07, -0.22], [0.04, 0.13, -0.21], [-0.83, -0.19, 0.06], [0.08, 0.14, -0.08], [-0.07, 0.37, -0.01], [-0.04, -0.13, 0.08], [0.01, 0.10, 0.04], [-0.15, -0.11, 0.09], [-0.04, -0.03, 0.09], [0.37, 0.09, -0.07], [0.22, 0.00, -0.13], [-1.34, -1.43, 1.03], [1.07, 0.96, -0.42], [0.07, 0.66, -0.06], [0.04, -0.32, -0.01], [0.25, -0.07, -0.07], [-0.83, -0.07, -0.36], [0.18, 0.02, -0.04], [0.25, 0.18, -0.22], [-0.16, 0.01, 0.02], [0.07, 0.09, -0.01], [-0.21, 0.00, 0.01], [-0.15, 0.17, -0.02], [0.23, -0.22, 0.42], [0.12, -0.08, 0.17], [1.52, 1.70, 0.35], [-1.19, -1.06, -0.59], [-0.57, -0.15, 0.10], [0.22, 0.03, -0.09], [0.12, -0.18, -0.14], [0.10, -0.12, 0.84], [-0.01, -0.13, -0.13], [-0.16, -0.36, -0.05], [0.00, 0.12, 0.10], [-0.09, -0.06, -0.03], [-0.03, 0.08, 0.19], [-0.06, 0.05, 0.07], [0.03, 0.06, -0.41], [0.09, 0.02, -0.23]],
  "smiles": "CCCCO[C@@]1(Cl)OS(=O)(=O)O[C@]1(CCCCOC)OC#N.CCOC(C)=O.CCOC(C)=O.CCOC(C)=O.CCOC(C)=O.CCOC(C)=O",
  "fmax_ha_per_bohr": 0.235,
  "gap_ev": 9.1,
  "homo_energy_ha": -0.3567,
  "total_charge": 0,
  "relative_energy_kj_mol": 1017.1,
  "energy_ha": -3447.0699
}

=====

2.
{
  "formula": "C52H26ClF9N2O6S",
  "method": "wB97M-V/def2-TZVPD",
  "elements": ["F", "C", "F", "F", "C", "F", "F", "C", "F", "F", "C", "F", "F", "C", "C", "C", "C", "N", "S", "N", "C", "C", "Cl", "H", "H", "C", "C", "C", "C", "C", "C", "C", "O", "C", "C", "C", "C", "C", "C", "C", "O", "H", "H", "H", "H", "H", "H", "H", "H", "C", "C", "C", "C", "C", "C", "C", "O", "C", "C", "C", "C", "C", "C", "C", "O", "H", "H", "H", "H", "H", "H", "H", "H", "C", "C", "C", "C", "C", "C", "C", "O", "C", "C", "C", "C", "C", "C", "C", "O", "H", "H", "H", "H", "H", "H", "H", "H"],
  "coordinates": [[-5.32195, 0.88465, -4.55783], [-4.23915, -0.02607, -4.29902], [-4.19213, -0.89086, -5.40835], [-3.07563, 0.81056, -4.25372], [-4.57639, -0.73348, -2.89658], [-6.01561, -0.72688, -2.79077], [-4.12318, 0.10307, -1.83824], [-4.13657, -2.26717, -2.76764], [-4.62233, -2.71412, -1.48693], [-4.79558, -3.12885, -3.71957], [-2.56928, -2.56277, -2.89807], [-2.07381, -2.46405, -4.24878], [-2.39751, -3.96020, -2.55050], [-1.62287, -1.72444, -1.93530], [-0.79114, -0.54419, -2.59900], [0.15265, 0.40863, -1.84271], [0.30425, 0.19805, -0.29655], [1.11187, 1.00999, 0.59903], [0.82806, 0.23607, 2.09319], [-0.23167, -1.09529, 1.80777], [-0.47788, -0.99739, 0.38341], [-1.42543, -1.94582, -0.42233], [-2.27340, -3.29371, 0.44475], [-0.89015, -0.36919, -3.73364], [0.67257, 1.24898, -2.43685], [-0.62875, 1.32044, 9.07205], [-1.60518, 1.98346, 9.81242], [-2.68297, 2.58066, 9.16725], [-2.78115, 2.52682, 7.77651], [-1.79071, 1.88420, 7.03353], [-0.71939, 1.27049, 7.68530], [-1.85712, 1.86265, 5.55487], [-0.99268, 1.29774, 4.90385], [-2.98223, 2.54358, 4.87735], [-3.02749, 2.58069, 3.48250], [-4.08839, 3.20721, 2.83680], [-5.11189, 3.79041, 3.58068], [-5.06759, 3.76043, 4.97043], [-3.99720, 3.14509, 5.62141], [-3.94126, 3.14972, 7.10022], [-4.83399, 3.66352, 7.75228], [0.20723, 0.84663, 9.57690], [-1.52712, 2.03283, 10.89381], [-3.44334, 3.09122, 9.75001], [0.04744, 0.75691, 7.11358], [-2.23492, 2.12545, 2.89629], [-4.11891, 3.23937, 1.75226], [-5.94311, 4.27286, 3.07630], [-5.86567, 4.22086, 5.54441], [2.13144, 2.94201, 6.12888], [1.87135, 2.66251, 4.78855], [2.85805, 2.87018, 3.83018], [4.10505, 3.36964, 4.20886], [4.35651, 3.67196, 5.54725], [3.37041, 3.44622, 6.50890], [5.65780, 4.24862, 5.95504], [5.87958, 4.50971, 7.12518], [6.68191, 4.51134, 4.91906], [7.89147, 5.10770, 5.27955], [8.86493, 5.34621, 4.31484], [8.63814, 4.98195, 2.98930], [7.43234, 4.39273, 2.62524], [6.44782, 4.16516, 3.58839], [5.15430, 3.57025, 3.18430], [4.95318, 3.25504, 2.02352], [1.36456, 2.77155, 6.87753], [0.90045, 2.28110, 4.49175], [2.65144, 2.64602, 2.78775], [3.56467, 3.66694, 7.55387], [8.07623, 5.39123, 6.31108], [9.80265, 5.81478, 4.59652], [9.40091, 5.16171, 2.23825], [7.25967, 4.11555, 1.58997], [-3.41761, -4.79821, -7.02228], [-2.53672, -4.70264, -5.94709], [-1.17025, -4.86225, -6.14995], [-0.68095, -5.13031, -7.42891], [-1.56542, -5.25021, -8.50138], [-2.93473, -5.07209, -8.29746], [-1.06428, -5.58319, -9.85411], [-1.83602, -5.68457, -10.79262], [0.38725, -5.79971, -10.04785], [0.86821, -6.17056, -11.30473], [2.23210, -6.36323, -11.49930], [3.12109, -6.17741, -10.44274], [2.64537, -5.81341, -9.18781], [1.27588, -5.63329, -8.98576], [0.77652, -5.28078, -7.63778], [1.55373, -5.12215, -6.71131], [-4.48328, -4.66437, -6.86460], [-2.91533, -4.50199, -4.95201], [-0.48843, -4.78144, -5.30892], [-3.62665, -5.15074, -9.13014], [0.18157, -6.31400, -12.13331], [2.60327, -6.65664, -12.47623], [4.18593, -6.32087, -10.59691], [3.34255, -5.67483, -8.36733]],
  "forces_ev_per_angstrom": [[2.79, -2.26, 0.61], [-0.83, 2.73, -2.19], [0.25, 2.00, 3.10], [-2.83, -2.76, -0.08], [-2.22, 0.95, 0.86], [3.42, -0.27, -0.30], [-0.66, -2.32, -2.54], [-1.16, -2.19, 0.64], [1.50, 1.30, -3.03], [1.38, 2.58, 1.96], [2.29, -1.77, 0.79], [-1.66, 0.34, 3.09], [-0.70, 2.87, -0.92], [2.33, 2.16, 2.56], [1.31, 1.00, 2.57], [-2.67, -3.05, 0.24], [-0.29, -0.16, -0.56], [-3.69, -4.70, -0.47], [-1.07, -1.02, -1.84], [1.17, 3.06, -4.46], [0.55, 0.58, 0.41], [0.35, 1.33, -2.71], [1.26, 1.91, -0.97], [0.12, -0.45, 2.14], [-0.88, -1.60, 1.32], [-0.07, 0.04, -0.17], [-0.12, 0.05, -0.19], [0.16, -0.08, 0.18], [0.28, -0.11, 0.27], [0.12, -0.07, 0.32], [0.04, -0.03, 0.23], [0.52, -0.40, -0.45], [-0.23, 0.08, 0.15], [-0.19, 0.15, -0.30], [-0.15, 0.09, -0.18], [0.12, -0.08, 0.17], [0.10, -0.06, 0.19], [-0.05, 0.04, -0.23], [-0.13, 0.06, -0.37], [-0.77, 0.46, 0.55], [0.28, -0.16, -0.20], [-0.09, 0.05, -0.07], [-0.02, -0.01, -0.12], [0.02, -0.05, -0.23], [-0.19, 0.09, -0.06], [-0.05, 0.00, 0.22], [0.01, -0.02, 0.12], [0.09, -0.05, 0.07], [0.21, -0.11, 0.07], [0.24, 0.09, -0.05], [0.20, 0.08, -0.16], [-0.19, -0.06, 0.19], [-0.32, -0.07, 0.16], [-0.33, -0.13, 0.00], [-0.24, -0.08, 0.00], [0.14, 0.19, 0.95], [-0.05, -0.07, -0.32], [0.35, 0.14, -0.20], [0.23, 0.07, -0.12], [-0.21, -0.09, 0.08], [-0.20, -0.08, 0.04], [0.23, 0.11, 0.00], [0.37, 0.15, -0.01], [-0.19, -0.26, -0.97], [0.07, 0.10, 0.34], [0.09, 0.05, -0.08], [0.15, 0.03, 0.07], [0.21, 0.10, 0.08], [0.13, 0.04, -0.19], [-0.18, -0.12, -0.11], [-0.11, -0.06, -0.02], [-0.09, -0.02, 0.08], [-0.14, -0.01, 0.20], [0.18, -0.05, -0.14], [0.09, -0.15, -0.17], [-0.22, 0.04, 0.10], [-0.35, 0.04, 0.16], [-0.23, 0.09, 0.27], [-0.14, 0.05, 0.18], [-0.67, -0.07, -0.72], [0.23, 0.02, 0.24], [0.38, -0.11, -0.17], [0.24, -0.05, -0.11], [-0.19, 0.06, 0.13], [-0.16, 0.05, 0.14], [0.14, -0.07, -0.19], [0.25, -0.09, -0.31], [0.61, 0.13, 0.80], [-0.21, -0.05, -0.28], [0.11, -0.02, -0.02], [0.04, -0.15, -0.21], [0.03, -0.02, -0.22], [0.23, -0.04, 0.01], [-0.03, 0.08, 0.23], [-0.06, 0.04, 0.10], [-0.12, 0.02, 0.03], [-0.24, 0.01, -0.01]],
  "smiles": "FC(F)(F)C(F)(F)C(F)(F)C(F)(F)c1ccc2nsnc2c1Cl.O=C1c2ccccc2C(=O)c2ccccc21.O=C1c2ccccc2C(=O)c2ccccc21.O=C1c2ccccc2C(=O)c2ccccc21",
  "fmax_ha_per_bohr": 0.117,
  "gap_ev": 7.4,
  "homo_energy_ha": -0.3416,
  "total_charge": 0,
  "energy_ha": -4315.1722
}

=====

What is the formula in the second record?
C52H26ClF9N2O6S